Record 1
Molecular formula: C4H4S
Method: DFT, ωB97M-V/def2-TZVPD

LUMO energy   -0.0348 Ha
Gap between HOMO and LUMO   7.78 eV
ΔE to the lowest compared entry with this formula, charge and spin   318.8 kJ/mol

Structure (ORCA input):
```
! RIJCOSX wB97M-V def2-TZVPD def2/J DEFGRID3
* xyz 0 1
C 0.45 -0.73 -0.17
C -0.40 0.23 0.17
C 1.54 -1.37 -0.82
C -1.33 1.22 0.70
S 1.66 -3.00 -0.97
H 2.45 -0.90 -1.09
H -2.08 1.45 -0.02
H -0.66 2.07 0.49
H -1.63 1.04 1.71
*
```

Record 2
Molecular formula: C4H4S
Method: DFT, ωB97M-V/def2-TZVPD

LUMO energy   -0.0203 Ha
Gap between HOMO and LUMO   7.97 eV
ΔE to the lowest compared entry with this formula, charge and spin   251.7 kJ/mol

Structure (ORCA input):
```
! RIJCOSX wB97M-V def2-TZVPD def2/J DEFGRID3
* xyz 0 1
C 0.10 1.10 0.07
C -1.02 0.38 -0.13
C 0.94 -0.04 -0.02
C -0.31 -0.98 0.03
S 2.63 -0.06 -0.05
H 0.23 2.11 0.18
H -2.01 0.49 -0.31
H -0.28 -1.29 0.97
H -0.28 -1.71 -0.76
*
```

Record 3
Molecular formula: C4H4S3
Method: DFT, ωB97M-V/def2-TZVPD

LUMO energy   -0.0566 Ha
Gap between HOMO and LUMO   7.33 eV
ΔE to the lowest compared entry with this formula, charge and spin   130.4 kJ/mol

Structure (ORCA input):
```
! RIJCOSX wB97M-V def2-TZVPD def2/J DEFGRID3
* xyz 0 1
C 1.13 0.24 -0.09
C -0.27 -0.29 -0.05
C -0.55 -1.54 0.47
C -1.38 0.65 -0.29
H 2.72 1.97 -0.19
H 0.28 -2.27 0.66
H -1.57 -1.87 0.61
H -1.13 1.67 -0.70
S 1.38 1.94 0.15
S 2.37 -0.86 -0.37
S -2.99 0.35 -0.21
*
```

Record 4
Molecular formula: C4H56GaIO26
Method: DFT, ωB97M-V/def2-TZVPD

LUMO energy   0.1149 Ha
Gap between HOMO and LUMO   4.80 eV

Structure (ORCA input):
```
! RIJCOSX wB97M-V def2-TZVPD def2/J DEFGRID3
* xyz -2 1
C -1.81 -1.77 -1.69
C -0.75 -0.82 -1.14
C 0.67 -1.31 -1.52
I 1.84 0.42 -2.26
Ga 1.63 -2.18 0.08
C 0.40 -3.23 1.34
O 0.80 -3.31 2.54
O -0.68 -3.80 0.96
H -2.79 -1.58 -1.26
H -1.48 -2.78 -1.45
H -1.84 -1.69 -2.78
H -0.90 0.19 -1.52
H -0.83 -0.82 -0.05
H 0.62 -1.97 -2.39
H 2.26 -0.99 0.96
H 2.83 -3.13 -0.39
O 1.68 -0.05 3.30
H 1.37 -0.94 3.06
H 2.03 -0.14 4.19
O -0.29 -1.19 -4.75
H 0.30 -0.68 -4.17
H -0.42 -0.55 -5.47
O 2.22 3.77 -3.37
H 2.18 4.28 -2.55
H 2.21 2.87 -3.01
O 3.11 2.51 3.64
H 2.78 1.60 3.57
H 3.55 2.56 4.50
O -4.40 -0.66 -3.14
H -5.12 -0.05 -3.29
H -4.78 -1.54 -3.14
O 0.71 3.58 4.90
H 0.30 4.33 4.44
H 1.37 3.26 4.26
O 4.25 -2.25 -2.99
H 5.21 -2.28 -3.05
H 3.94 -2.79 -3.73
O 3.60 -2.91 3.84
H 2.77 -2.75 3.36
H 4.27 -2.75 3.17
O -2.19 -1.77 2.39
H -1.82 -2.48 1.83
H -1.73 -1.96 3.22
O 0.73 6.10 3.08
H 1.38 6.67 3.49
H 0.52 6.51 2.23
O -1.69 -5.36 -1.48
H -2.00 -6.26 -1.31
H -1.22 -5.10 -0.67
O 1.23 3.31 -0.36
H 1.18 3.83 0.45
H 1.28 2.39 -0.07
O 4.64 2.90 6.57
H 4.60 3.50 7.32
H 4.63 2.02 6.95
O -0.54 1.56 -4.61
H -1.33 1.82 -4.10
H -0.03 2.37 -4.72
O -2.18 -5.69 2.56
H -2.95 -5.25 2.95
H -1.66 -4.96 2.19
O -0.62 4.73 -3.54
H 0.21 4.24 -3.48
H -0.35 5.65 -3.50
O -2.15 2.20 5.86
H -1.22 2.41 5.70
H -2.54 2.24 4.98
O -1.01 -3.52 -6.42
H -0.49 -4.22 -6.01
H -0.68 -2.72 -5.98
O -1.57 -2.74 4.25
H -0.77 -3.17 3.92
H -1.52 -2.78 5.21
O -3.33 1.96 -4.42
H -4.13 2.49 -4.44
H -3.60 1.04 -4.48
O -4.39 -3.70 3.59
H -4.55 -3.57 2.65
H -3.61 -3.14 3.73
O -1.60 3.06 -7.21
H -1.43 2.58 -6.39
H -2.00 2.39 -7.78
O 0.15 6.44 6.57
H 0.28 5.67 6.02
H 0.61 6.22 7.39
O 2.32 -2.50 -5.82
H 1.52 -2.20 -5.37
H 2.83 -1.69 -5.92
*
```

Record 5
Molecular formula: C4H5AgO
Method: DFT, ωB97M-V/def2-TZVPD

LUMO energy (alpha / beta)   -0.2291 / -0.2290 Ha
Gap between HOMO and LUMO (alpha / beta)   6.02 / 7.53 eV
ΔE to the lowest compared entry with this formula, charge and spin   111.3 kJ/mol

Structure (ORCA input):
```
! RIJCOSX wB97M-V def2-TZVPD def2/J DEFGRID3
* xyz 1 2
C -2.22 -0.09 0.49
C -1.03 0.52 0.18
C 0.02 -0.03 -0.55
C 1.31 0.51 -0.21
O 2.38 -0.09 -0.44
Ag 4.16 -1.97 -0.36
H -2.39 -1.14 0.23
H -3.09 0.50 0.79
H -0.03 -1.08 -0.88
H 1.38 1.62 -0.17
H -0.51 1.25 0.93
*
```

Record 6
Molecular formula: C4H5AgO3
Method: DFT, ωB97M-V/def2-TZVPD

LUMO energy   -0.0335 Ha
Gap between HOMO and LUMO   6.56 eV
ΔE to the lowest compared entry with this formula, charge and spin   186.6 kJ/mol

Structure (ORCA input):
```
! RIJCOSX wB97M-V def2-TZVPD def2/J DEFGRID3
* xyz 0 1
C 1.41 0.03 1.03
O 0.97 1.10 0.58
Ag -0.08 0.64 -1.33
O 1.40 -0.90 -0.06
C 1.96 -2.18 0.16
H 3.05 -2.09 0.24
H 1.57 -2.62 1.09
H 1.68 -2.85 -0.67
C -2.73 -0.35 -0.86
C -2.41 -1.18 0.13
O -2.00 -1.75 1.06
H -3.15 0.62 -0.58
H -2.87 -0.77 -1.85
*
```

Record 7
Molecular formula: C4H5AgO4
Method: DFT, ωB97M-V/def2-TZVPD

LUMO energy   -0.3474 Ha
Gap between HOMO and LUMO   9.12 eV
ΔE to the lowest compared entry with this formula, charge and spin   312.1 kJ/mol

Structure (ORCA input):
```
! RIJCOSX wB97M-V def2-TZVPD def2/J DEFGRID3
* xyz 2 1
C 0.78 -1.31 -1.39
O 0.74 -2.58 -1.29
H 1.46 -0.88 -2.14
H 1.55 -3.02 -1.60
C 0.19 -0.51 -0.39
C 0.81 0.72 -0.14
H -0.30 -1.02 0.44
H -1.87 1.02 -0.59
H 1.57 1.10 -0.82
O 0.16 1.70 0.45
C -1.24 1.63 1.12
O -2.17 1.68 0.25
O -1.26 0.80 1.99
Ag -0.42 0.65 4.11
*
```

Record 8
Molecular formula: C4H5BeO3
Method: DFT, ωB97M-V/def2-TZVPD

LUMO energy (alpha / beta)   -0.0048 / -0.0315 Ha
Gap between HOMO and LUMO (alpha / beta)   8.36 / 9.03 eV
ΔE to the lowest compared entry with this formula, charge and spin   340.2 kJ/mol

Structure (ORCA input):
```
! RIJCOSX wB97M-V def2-TZVPD def2/J DEFGRID3
* xyz 0 2
O -1.01 0.96 -0.23
C 0.25 0.50 0.09
O 1.13 1.48 0.03
Be 2.22 0.47 -0.01
O 0.34 -0.38 1.23
C 0.68 -0.93 -0.13
H -0.08 -1.66 -0.43
C -2.08 0.04 -0.33
H -1.99 -0.56 -1.25
H -2.12 -0.62 0.54
H -3.00 0.64 -0.38
C 2.09 -1.18 -0.43
H 2.28 -2.14 -0.94
*
```

Record 9
Molecular formula: C4H5Br
Method: DFT, ωB97M-V/def2-TZVPD

LUMO energy   0.0305 Ha
Gap between HOMO and LUMO   9.92 eV
ΔE to the lowest compared entry with this formula, charge and spin   283.8 kJ/mol

Structure (ORCA input):
```
! RIJCOSX wB97M-V def2-TZVPD def2/J DEFGRID3
* xyz 0 1
C -0.32 -1.15 -0.29
C -0.12 1.13 -0.30
C 0.06 -0.01 0.60
C -1.19 0.04 -0.18
Br -3.05 0.01 0.09
H 0.15 -1.57 -1.14
H -0.58 -2.07 0.36
H -0.55 1.91 0.20
H 0.49 1.02 -1.22
H 0.24 -0.18 2.04
*
```

Record 10
Molecular formula: C4H5Br2N
Method: DFT, ωB97M-V/def2-TZVPD

LUMO energy   0.0078 Ha
Gap between HOMO and LUMO   10.03 eV
ΔE to the lowest compared entry with this formula, charge and spin   33.5 kJ/mol

Structure (ORCA input):
```
! RIJCOSX wB97M-V def2-TZVPD def2/J DEFGRID3
* xyz 0 1
C -1.90 0.91 -1.25
C 1.53 0.25 0.41
C 0.40 0.29 -0.56
C -0.78 0.89 -0.43
N -2.91 0.97 -1.83
Br -1.06 2.03 1.15
Br -0.71 -2.48 1.62
H 1.19 0.32 1.47
H 2.07 1.17 0.10
H 2.20 -0.52 0.19
H 0.46 -0.23 -1.53
H -0.48 -3.60 0.66
*
```

Record 11
Molecular formula: C4H5Br3Cl3N
Method: DFT, ωB97M-V/def2-TZVPD

LUMO energy   0.0011 Ha
Gap between HOMO and LUMO   10.33 eV

Structure (ORCA input):
```
! RIJCOSX wB97M-V def2-TZVPD def2/J DEFGRID3
* xyz 0 1
C 1.67 -1.33 1.40
C 2.58 -0.38 2.08
N 3.28 0.36 2.60
H 1.92 -1.53 0.32
H 0.70 -1.00 1.58
H 1.80 -2.29 1.92
C -1.48 2.45 0.90
Cl -2.64 1.13 0.68
Cl -0.62 2.98 -0.49
Cl -0.31 1.95 2.17
H -2.01 3.24 1.36
C -1.12 -1.15 -2.94
Br 0.38 -1.82 -3.90
Br -1.51 0.62 -3.35
Br -0.67 -1.50 -1.11
H -1.99 -1.72 -3.25
*
```

Record 12
Molecular formula: C4H5BrO
Method: DFT, ωB97M-V/def2-TZVPD

LUMO energy   0.0059 Ha
Gap between HOMO and LUMO   9.31 eV
ΔE to the lowest compared entry with this formula, charge and spin   443.3 kJ/mol

Structure (ORCA input):
```
! RIJCOSX wB97M-V def2-TZVPD def2/J DEFGRID3
* xyz 0 1
C -0.40 -1.94 -1.13
C -0.74 -0.69 -0.94
C 0.52 1.20 1.48
C 0.71 0.84 0.07
O 0.03 1.96 0.41
Br -2.47 0.09 -1.34
H -1.13 -2.71 -1.46
H 0.63 -2.26 -0.83
H -0.28 1.01 2.12
H 1.46 1.65 2.00
H 1.66 0.86 -0.40
*
```

Record 13
Molecular formula: C4H5BrO2
Method: DFT, ωB97M-V/def2-TZVPD

LUMO energy   0.0272 Ha
Gap between HOMO and LUMO   10.12 eV
ΔE to the lowest compared entry with this formula, charge and spin   259.0 kJ/mol

Structure (ORCA input):
```
! RIJCOSX wB97M-V def2-TZVPD def2/J DEFGRID3
* xyz 0 1
C -0.44 -0.19 1.06
C 0.84 -1.49 0.35
C 2.15 -0.90 0.01
C -0.93 0.59 -0.10
O -0.72 -0.30 2.20
O 1.28 -1.12 -1.00
Br 3.70 -1.97 0.05
H 0.75 -2.53 0.36
H 2.49 0.17 0.25
H -0.46 1.44 -0.45
H -1.93 0.67 0.02
H -0.63 -0.12 -0.88
*
```

Record 14
Molecular formula: C4H5BrO2S
Method: DFT, ωB97M-V/def2-TZVPD

LUMO energy   0.0147 Ha
Gap between HOMO and LUMO   9.63 eV
ΔE to the lowest compared entry with this formula, charge and spin   153.5 kJ/mol

Structure (ORCA input):
```
! RIJCOSX wB97M-V def2-TZVPD def2/J DEFGRID3
* xyz 0 1
C 0.53 1.17 -0.25
C 1.37 0.27 0.28
C -0.87 0.95 -0.41
C 0.80 -1.06 0.58
O -2.44 -1.18 -0.19
O 0.09 -1.47 -0.70
S -1.38 -0.80 -1.06
Br -0.44 -1.29 1.98
H 0.96 2.08 -0.72
H 2.46 0.43 0.15
H -1.43 0.91 0.59
H -1.16 1.75 -1.03
H 1.50 -1.75 0.80
*
```

Record 15
Molecular formula: C4H5Cl
Method: DFT, ωB97M-V/def2-TZVPD

LUMO energy   0.0386 Ha
Gap between HOMO and LUMO   9.97 eV
ΔE to the lowest compared entry with this formula, charge and spin   152.7 kJ/mol

Structure (ORCA input):
```
! RIJCOSX wB97M-V def2-TZVPD def2/J DEFGRID3
* xyz 0 1
C 0.42 1.19 0.24
C 0.19 -1.15 0.22
C 0.35 0.03 -0.71
C -0.83 -0.07 0.20
Cl -2.52 0.04 0.00
H 1.05 1.15 1.10
H 0.08 2.15 -0.11
H -0.07 -2.09 -0.24
H 0.84 -1.26 1.08
H 0.48 0.02 -1.77
*
```

Record 16
Molecular formula: C4H5Cl2O4P
Method: DFT, ωB97M-V/def2-TZVPD

LUMO energy   0.1670 Ha
Gap between HOMO and LUMO   6.81 eV
ΔE to the lowest compared entry with this formula, charge and spin   0.0 kJ/mol

Structure (ORCA input):
```
! RIJCOSX wB97M-V def2-TZVPD def2/J DEFGRID3
* xyz -2 1
C 0.21 -0.73 -0.40
C -1.27 -1.12 -0.53
C 0.53 -0.18 0.96
C -2.33 0.06 1.23
O -2.95 -0.64 1.97
O -0.56 -2.48 2.04
O -0.24 -0.44 3.65
O -2.18 -0.06 -0.11
P -0.28 -1.00 2.28
Cl 3.27 4.69 -8.89
Cl -2.18 1.74 1.59
H 0.69 -1.78 -0.36
H 0.42 0.11 -1.07
H -1.56 -1.39 -1.61
H -1.52 -2.08 -0.03
H 0.53 0.91 0.98
*
```

Record 17
Molecular formula: C4H5Cl3O
Method: DFT, ωB97M-V/def2-TZVPD

LUMO energy (alpha / beta)   -0.0603 / -0.0225 Ha
Gap between HOMO and LUMO (alpha / beta)   6.88 / 8.74 eV
ΔE to the lowest compared entry with this formula, charge and spin   375.9 kJ/mol

Structure (ORCA input):
```
! RIJCOSX wB97M-V def2-TZVPD def2/J DEFGRID3
* xyz 0 1
C -0.16 0.56 1.00
C 1.08 0.46 0.12
C -0.88 -0.55 1.45
C -2.57 0.16 -0.65
O -0.55 1.73 1.25
Cl -0.63 -2.28 0.93
Cl -3.11 1.57 -0.04
Cl -3.60 -1.21 -0.71
H 1.19 -0.26 -0.81
H 1.98 0.28 0.63
H 1.28 1.44 -0.35
H -1.57 -0.60 2.20
H -1.93 0.01 -1.48
*
```

Record 18
Molecular formula: C4H5ClF2
Method: DFT, ωB97M-V/def2-TZVPD

LUMO energy   0.0342 Ha
Gap between HOMO and LUMO   11.86 eV
ΔE to the lowest compared entry with this formula, charge and spin   211.9 kJ/mol

Structure (ORCA input):
```
! RIJCOSX wB97M-V def2-TZVPD def2/J DEFGRID3
* xyz 0 1
C -3.06 -1.42 0.38
C -2.06 -1.52 1.05
C 1.22 0.76 -0.70
C 1.78 -0.19 0.37
F 3.09 0.09 0.60
F 1.65 -1.46 -0.08
Cl 0.91 2.36 0.03
H 1.35 -0.22 1.30
H -4.02 -1.54 -0.02
H -1.22 -1.65 1.68
H 0.18 0.50 -0.91
H 1.93 0.54 -1.48
*
```

Record 19
Molecular formula: C4H5ClF2
Method: DFT, ωB97M-V/def2-TZVPD

LUMO energy   0.0315 Ha
Gap between HOMO and LUMO   10.90 eV
ΔE to the lowest compared entry with this formula, charge and spin   152.6 kJ/mol

Structure (ORCA input):
```
! RIJCOSX wB97M-V def2-TZVPD def2/J DEFGRID3
* xyz 0 1
C -0.30 -1.84 1.38
C -0.33 -0.56 1.11
C -0.10 1.39 -1.22
C 0.55 0.25 -0.45
F 0.68 -0.79 -1.31
F 1.80 0.53 0.08
Cl -1.13 0.73 1.99
H -0.71 -2.26 2.27
H 0.29 -2.47 0.61
H 0.62 1.85 -1.90
H -0.48 2.27 -0.61
H -0.87 0.91 -1.96
*
```

Record 20
Molecular formula: C4H5ClFN
Method: DFT, ωB97M-V/def2-TZVPD

LUMO energy (alpha / beta)   0.0053 / 0.0096 Ha
Gap between HOMO and LUMO (alpha / beta)   8.55 / 8.17 eV
ΔE to the lowest compared entry with this formula, charge and spin   482.1 kJ/mol

Structure (ORCA input):
```
! RIJCOSX wB97M-V def2-TZVPD def2/J DEFGRID3
* xyz 0 1
C -2.72 0.73 -0.72
C -2.06 0.01 0.17
C 0.41 0.51 0.54
C 2.45 -0.86 0.01
N 1.06 -0.45 0.13
F -2.27 -0.98 1.03
Cl 0.58 2.05 1.03
H -3.69 0.47 -1.27
H -2.19 1.55 -1.14
H 3.27 -0.13 -0.35
H 2.51 -1.72 -0.51
H 2.64 -1.19 1.07
*
```

Summary of DFT total energy in a.u.
-552.8706; -552.8961; -1349.3043; -4364.7397; -377.2201; -527.9684; -602.5322; -395.7846; -2729.2627; -5358.1529; -9312.7460; -2804.4659; -2879.7893; -3278.0090; -615.4975; -1718.1995; -1611.0885; -815.2378; -815.2604; -770.0117
(order as listed above)
Summary of molar mass in g/mol
84.143; 84.143; 148.277; 717.093; 176.951; 208.949; 224.948; 110.093; 132.988; 226.899; 413.162; 148.987; 164.986; 197.053; 88.537; 218.960; 175.442; 126.533; 126.533; 121.542
(order as listed above)
Summary of maximum force in hartree/bohr
0.18106; 0.09406; 0.05204; 0.08556; 0.07319; 0.04387; 0.14770; 0.06135; 0.10737; 0.05795; 0.05508; 0.08348; 0.08345; 0.06391; 0.07901; 0.06156; 0.07032; 0.05140; 0.09248; 0.09159
(order as listed above)